Entry 1:
Density functional theory data (wB97M-V/def2-TZVPD) for C3H7ClN3 as an isolated structure at a distorted geometry.

```
! RIJCOSX wB97M-V def2-TZVPD def2/J DEFGRID3
* xyz 1 1
C -2.358 0.260 -0.765
C 0.444 0.091 0.165
C -0.685 1.002 -0.007
N -2.358 0.136 -1.959
N 0.539 -0.500 1.343
N 1.242 -0.124 -0.774
Cl -3.318 -0.088 0.571
H -0.968 1.404 1.036
H -0.325 1.841 -0.658
H -3.049 -0.208 -2.596
H -0.025 -0.392 2.212
H 1.164 -1.346 1.472
H 0.821 0.238 -1.654
H 2.230 -0.431 -0.651
*
```

Output
Energy ... -742.66813 Eh
HOMO ... -13.862 eV
Energy relative to the best compared isomer or geometry (same formula, charge and spin) ... 1.712 eV

Here are the Mulliken charges for atoms 1 to 2, given in e: number 1, C, carries 0.4838; number 2, C, carries 0.8316

Entry 2:
Density functional theory data (wB97M-V/def2-TZVPD) for C25H22N4O4Pd as an isolated structure.

```
! RIJCOSX wB97M-V def2-TZVPD def2/J DEFGRID3
* xyz 0 1
Pd -0.153 -1.155 0.630
O -3.150 -0.675 5.054
C -2.730 0.581 4.837
C -3.164 1.567 5.725
C -2.774 2.880 5.561
C -1.939 3.245 4.507
C -1.508 2.275 3.626
C -1.890 0.939 3.768
C -1.397 -0.049 2.786
O -0.666 0.383 1.808
N -1.722 -1.306 2.950
N -1.175 -2.104 1.956
C -1.415 -3.367 1.967
C -0.910 -4.312 1.013
C -1.260 -5.664 1.217
C -0.841 -6.661 0.378
C -0.037 -6.316 -0.721
C 0.324 -5.015 -0.950
C -0.091 -3.961 -0.097
O 0.308 -2.762 -0.400
H -2.758 -1.245 4.351
H -3.811 1.267 6.539
H -3.120 3.629 6.263
H -1.629 4.274 4.384
H -0.851 2.526 2.804
H -2.046 -3.732 2.773
H -1.882 -5.904 2.072
H -1.121 -7.690 0.557
H 0.304 -7.087 -1.401
H 0.943 -4.744 -1.795
C 1.648 3.938 -3.073
N 0.834 2.873 -2.509
N 1.445 1.692 -2.116
C 0.660 1.069 -1.170
O 0.952 -0.073 -0.755
C -0.426 1.954 -0.912
C -0.262 3.038 -1.721
C -1.077 4.281 -1.796
C 2.387 1.045 -2.960
C 2.235 1.089 -4.340
C 3.164 0.452 -5.147
C 4.221 -0.244 -4.577
C 4.351 -0.298 -3.196
C 3.441 0.354 -2.380
H 2.698 3.690 -2.940
H 1.445 4.873 -2.555
H 1.452 4.066 -4.137
H -1.208 1.777 -0.195
H -1.953 4.178 -1.160
H -1.406 4.477 -2.817
H -0.509 5.148 -1.452
H 1.387 1.605 -4.771
H 3.052 0.485 -6.222
H 4.940 -0.748 -5.209
H 5.168 -0.849 -2.750
H 3.525 0.316 -1.303
*
```

Output
Energy ... -1613.75486 Eh
HOMO ... -7.404 eV
Energy relative to the best compared isomer or geometry (same formula, charge and spin) ... 0.011 eV

Here are the Mulliken charges for atoms 1 to 2, given in e: number 1, Pd, carries 0.8160; number 2, O, carries -0.6731

Entry 3:
Density functional theory data (wB97M-V/def2-TZVPD) for an isolated ion of composition C5H11N2O and charge +1 at a distorted geometry.

```
! RIJCOSX wB97M-V def2-TZVPD def2/J DEFGRID3
* xyz 1 1
C 1.154 -0.370 1.324
C 0.431 0.108 0.009
C 1.465 0.382 -1.091
N -0.305 1.319 0.357
C -1.582 1.239 0.204
N -2.044 0.138 -0.250
C -0.586 -0.894 -0.548
O -0.612 -2.074 0.114
H 1.970 0.158 1.629
H 1.368 -1.358 1.159
H 0.407 -0.319 2.260
H 0.829 0.784 -1.874
H 2.088 -0.608 -1.399
H 2.028 1.222 -0.727
H 0.015 2.233 0.546
H -2.141 2.046 0.497
H -2.892 -0.394 -0.256
H -0.468 -0.800 -1.672
H -1.126 -2.812 -0.282
*
```

Output
Energy ... -381.57304 Eh
HOMO ... -14.540 eV
Energy relative to the best compared isomer or geometry (same formula, charge and spin) ... 2.474 eV
SMILES ... CC1(C)NC=[NH+][C@@H]1O

Here are the Mulliken charges for atoms 1 to 2, given in e: number 1, C, carries -1.6177; number 2, C, carries 0.9628

Entry 4:
Density functional theory data (wB97M-V/def2-TZVPD) for C40H38N5O6P4RhSe2 as an isolated structure at a distorted geometry.

```
! RIJCOSX wB97M-V def2-TZVPD def2/J DEFGRID3
* xyz 0 1
Rh -0.892 -0.575 2.050
N -1.143 -3.293 5.732
C -2.239 -2.551 4.995
C -3.612 -2.905 5.530
P -1.762 -0.768 5.368
O -3.157 0.006 5.504
O -1.112 -0.932 6.702
O -0.962 -0.155 4.250
P -1.962 -2.916 3.223
O -2.600 -4.408 3.175
O -2.733 -2.017 2.305
O -0.471 -2.970 3.061
H -0.858 -2.586 6.488
H -0.374 -3.400 5.047
H -1.430 -4.204 6.077
H -3.746 -2.503 6.535
H -3.757 -3.987 5.538
H -4.377 -2.470 4.889
H -3.404 0.438 4.665
H -2.897 -4.608 2.274
Se 1.725 -3.167 -3.906
P 0.851 -1.261 -3.741
C 1.987 0.112 -4.113
C 1.898 1.339 -3.466
C 2.746 2.375 -3.829
C 3.672 2.191 -4.844
C 3.765 0.964 -5.489
C 2.926 -0.075 -5.123
C -0.523 -1.007 -4.903
C -0.973 -2.060 -5.685
C -2.032 -1.866 -6.561
C -2.637 -0.622 -6.652
C -2.178 0.435 -5.876
C -1.120 0.247 -5.005
C 0.100 -0.934 -2.135
C 0.489 -0.785 -0.797
N -0.679 -0.795 -0.093
N -1.691 -0.916 -0.912
N -1.252 -1.002 -2.135
P 2.002 -0.600 0.136
Se 1.562 -0.709 2.257
C 3.223 -1.842 -0.335
C 3.916 -1.713 -1.536
C 4.896 -2.635 -1.859
C 5.171 -3.687 -0.998
C 4.469 -3.825 0.191
C 3.492 -2.903 0.526
C 2.732 1.020 -0.234
C 1.889 2.128 -0.257
C 2.420 3.394 -0.440
C 3.789 3.553 -0.601
C 4.631 2.451 -0.562
C 4.108 1.183 -0.364
H 1.167 1.487 -2.681
H 2.680 3.328 -3.320
H 4.322 3.006 -5.137
H 4.491 0.820 -6.279
H 2.995 -1.041 -5.610
H -0.494 -3.027 -5.601
H -2.383 -2.688 -7.170
H -3.468 -0.472 -7.329
H -2.648 1.407 -5.950
H -0.760 1.068 -4.398
H 3.693 -0.897 -2.211
H 5.433 -2.540 -2.792
H 5.933 -4.409 -1.261
H 4.686 -4.649 0.858
H 2.933 -2.994 1.449
H 0.820 2.000 -0.126
H 1.763 4.253 -0.448
H 4.206 4.542 -0.749
H 5.699 2.577 -0.679
H 4.768 0.329 -0.314
C 0.287 4.916 1.800
C 0.801 3.819 2.478
C 0.119 2.616 2.493
C -1.119 2.487 1.843
C -1.639 3.609 1.172
C -0.933 4.797 1.144
N -1.792 1.285 1.824
C -3.168 1.195 1.947
C -3.908 0.268 1.197
C -5.271 0.141 1.398
C -5.930 0.921 2.337
C -5.212 1.857 3.073
C -3.852 2.005 2.878
H 0.825 5.855 1.786
H 1.740 3.900 3.011
H 0.495 1.765 3.046
H -2.585 3.513 0.654
H -1.342 5.644 0.607
H -3.402 -0.326 0.448
H -5.829 -0.574 0.806
H -6.997 0.814 2.484
H -5.718 2.470 3.808
H -3.291 2.736 3.448
*
```

Output
Energy ... -8551.38140 Eh
HOMO (alpha / beta) ... -7.008 / -7.006 eV

Here are the Mulliken charges for atoms 1 to 2, given in e: number 1, Rh, carries 1.1576; number 2, N, carries -0.1768

Entry 5:
Density functional theory data (wB97M-V/def2-TZVPD) for C27H26N6OS3Sn as an isolated structure at a distorted geometry.

```
! RIJCOSX wB97M-V def2-TZVPD def2/J DEFGRID3
* xyz 0 1
Sn 15.164 -13.097 2.246
S 16.838 -13.256 -0.017
C 16.919 -11.569 0.325
N 16.137 -11.021 1.294
C 16.227 -9.630 1.375
C 15.540 -8.749 2.224
C 15.797 -7.414 2.085
C 16.665 -6.884 1.065
C 17.432 -7.740 0.318
C 17.195 -9.111 0.500
S 17.914 -10.364 -0.486
H 14.763 -8.987 2.937
H 15.162 -6.766 2.646
H 16.760 -5.832 0.949
H 18.132 -7.334 -0.355
N 13.527 -11.802 3.824
C 12.518 -12.857 3.920
C 12.470 -13.524 5.156
C 11.682 -14.578 5.373
C 10.864 -15.047 4.305
C 11.001 -14.507 3.062
C 11.900 -13.515 2.790
C 12.090 -13.067 1.424
C 11.081 -13.183 0.428
C 11.342 -12.879 -0.925
C 12.573 -12.338 -1.264
C 13.610 -12.279 -0.340
C 13.410 -12.643 0.990
H 13.210 -11.043 3.182
H 13.728 -11.415 4.748
H 13.166 -13.194 5.962
H 11.736 -15.092 6.355
H 10.218 -15.879 4.386
H 10.596 -15.032 2.211
H 10.096 -13.456 0.720
H 10.597 -12.947 -1.657
H 12.749 -11.856 -2.174
H 14.528 -11.880 -0.652
N 20.056 -10.765 8.345
C 18.735 -10.478 8.611
O 18.308 -10.481 9.750
C 17.830 -10.255 7.438
C 16.473 -10.099 7.635
C 15.637 -9.873 6.515
N 16.120 -9.802 5.266
C 17.435 -10.056 5.064
C 18.276 -10.251 6.117
H 20.591 -10.817 9.179
H 20.523 -10.603 7.431
H 16.004 -10.163 8.675
H 14.558 -9.743 6.643
H 17.857 -9.937 4.063
H 19.313 -10.476 5.778
C 17.576 -13.840 10.903
N 16.784 -13.521 9.722
C 15.977 -14.382 9.048
N 15.984 -15.694 9.523
S 14.940 -14.030 7.790
H 18.257 -13.005 11.095
H 18.189 -14.696 10.629
H 16.916 -14.084 11.783
H 16.459 -12.580 9.731
H 16.401 -15.894 10.420
H 15.477 -16.404 8.969
*
```

Output
Energy ... -2857.15160 Eh
HOMO ... -7.509 eV
Energy relative to the best compared isomer or geometry (same formula, charge and spin) ... 0.037 eV

Here are the Mulliken charges for atoms 1 to 2, given in e: number 1, Sn, carries 0.3433; number 2, S, carries -0.3770